(1)
Below is a cluster of 11 separate species, C47H122N6O17 in total in a non-equilibrium geometry, with properties calculated with wB97M-V/def2-TZVPD.

For the highest occupied orbital energy, the calculation gives -8.4 eV. The total energy is -94456.6303 eV. For the energy above the lowest of the compared OMol25 structures with the same formula, charge and spin, the calculation gives 0.000 eV. The calculation puts the HOMO-LUMO gap at 8.84 eV. Its structure (SMILES) is COCCNCCOC.COCCNCCOC.COCCNCCOC.COCCNCCOC.COCCNCCOC.COCCNCCOC.CC(C)O.CCO.CCO.CCO.CCO. The LUMO energy comes out at 0.47 eV. Its molecular weight is 1043.52 g/mol.

XYZ file:
```
192
Properties=species:S:1:pos:R:3:forces:R:3:lowdin_charge:R:1
H 2.426 2.472 -0.561 0.1 -0.4 0.2 0.09
H 9.220 5.194 3.273 0.6 0.2 0.6 0.08
H 1.574 -7.439 -2.144 -0.5 0.4 -0.1 0.09
H -0.459 -6.046 0.373 0.2 -0.3 -0.1 0.06
O -1.036 -2.793 0.544 -0.2 -0.1 0.5 -0.11
H 0.852 1.283 0.567 -0.1 0.7 0.0 0.05
H 1.612 -2.356 -1.903 0.4 -0.1 -0.4 0.10
C 6.946 3.888 1.418 1.0 -0.1 0.1 -0.22
H -1.572 0.946 0.064 -0.4 0.4 -0.1 0.11
H -3.742 1.353 -2.558 -0.1 -0.1 0.1 0.11
H 3.663 -1.015 -1.337 0.1 0.2 0.3 0.06
C -0.954 -5.133 0.672 -0.2 0.3 0.3 -0.07
H 4.533 2.957 0.903 -0.1 0.0 0.2 0.07
C -4.296 -2.269 -0.391 -0.5 0.3 -0.2 -0.19
H -0.700 -3.958 -1.131 0.2 0.0 0.0 0.10
H 0.685 3.852 0.673 0.2 -0.1 0.2 0.06
H 1.344 0.594 -5.802 -0.1 0.1 -0.2 0.09
H -4.293 4.592 -0.667 0.1 -0.3 -0.1 0.06
C 1.401 -2.570 2.890 0.2 0.0 -0.4 -0.10
O -5.103 -3.079 -1.239 0.2 0.0 0.1 -0.17
H 1.030 4.705 -3.609 0.9 0.3 0.0 0.09
C -4.253 0.475 -2.979 0.6 0.2 0.5 -0.18
H -4.921 -1.837 -6.671 0.1 -0.2 0.1 0.09
H 1.433 -5.739 -1.458 -0.2 -0.2 0.0 0.06
C 0.142 -5.844 -3.894 2.2 -0.4 -1.7 -0.19
O 1.544 -5.827 -3.556 -1.1 -0.3 0.8 -0.20
H 4.074 -2.577 5.864 -0.1 -0.1 -0.2 0.12
H -2.032 -5.255 0.522 0.1 0.1 -0.2 0.06
O 2.249 -2.816 3.984 0.1 -0.9 -0.3 -0.18
H -3.507 -2.096 3.739 -0.3 -0.1 0.7 0.12
H 3.258 -2.905 8.579 0.6 0.0 0.3 0.12
C -0.451 -2.737 -4.476 0.3 -0.5 0.0 -0.19
H 4.797 0.773 1.612 0.2 0.3 -0.2 0.07
H -0.467 -5.505 -3.090 -0.5 0.7 0.7 0.09
O -0.815 5.387 -6.342 -1.3 -0.4 -0.4 -0.19
H -1.698 6.136 -8.041 -0.1 -0.1 0.3 0.08
H -0.032 6.584 -7.781 -0.2 0.7 0.2 0.09
H 8.881 3.467 3.269 -0.1 -0.4 0.1 0.08
C 0.732 5.650 1.862 -0.5 -0.2 -0.9 -0.30
H 1.673 -1.629 2.382 -0.1 -0.2 0.1 0.07
C 5.761 4.567 0.764 0.1 -0.5 0.3 -0.20
H 0.610 3.656 2.461 -0.1 -0.7 0.2 0.07
C 4.344 -6.809 6.723 0.9 -0.3 -0.1 -0.12
C 3.509 -2.040 -0.997 -0.5 0.4 -0.6 -0.07
H 2.256 2.330 -3.733 0.4 0.0 0.0 0.08
H -4.624 -2.385 0.657 -0.1 0.3 -0.2 0.13
H -4.899 -1.679 6.335 -0.2 0.4 0.2 0.11
H 2.111 -4.153 8.727 -0.1 0.0 -0.7 0.13
C -7.803 -2.532 5.995 0.4 0.4 0.6 -0.13
H 1.798 5.663 2.016 0.6 0.0 0.3 0.09
H 4.826 -4.352 7.389 -0.2 -0.3 -0.2 0.12
C -3.851 0.363 -4.425 0.2 -0.7 -0.1 -0.22
O -6.984 -2.480 4.859 0.2 -0.5 0.1 -0.20
N -3.863 -0.722 -2.225 0.2 -0.6 -1.2 -0.07
H 5.232 5.185 1.507 0.2 0.1 -0.1 0.12
N 2.314 -3.202 6.846 -1.5 -0.7 0.3 -0.06
H 1.884 -3.940 6.311 0.2 0.2 -0.6 0.12
C -4.939 -4.447 -0.980 0.1 -0.4 0.4 -0.12
H 4.299 -5.142 8.857 -0.2 0.1 0.0 0.13
H 3.276 -1.365 6.752 -0.4 0.4 0.4 0.12
H 4.193 4.930 -1.184 0.0 -0.1 -0.2 0.11
C -4.623 -2.319 5.513 0.7 -0.7 -0.9 -0.21
H 3.879 1.509 -3.915 -0.1 0.2 -0.2 0.09
H -3.944 -4.827 -1.179 0.6 0.2 -0.3 0.07
H -2.075 -0.761 -1.618 0.6 0.5 0.4 0.08
H 0.171 3.568 -4.643 0.3 0.6 -0.2 0.11
O 3.686 2.533 -2.199 1.1 -0.6 -0.9 -0.17
C 2.654 -2.722 -2.064 -0.6 1.2 0.9 -0.33
H 0.066 1.136 -2.525 0.4 -0.2 -0.2 0.06
C 0.450 0.403 0.097 -0.3 -0.6 0.3 -0.03
C 2.351 -1.768 4.864 0.1 0.5 1.5 -0.25
C 3.057 -2.226 6.134 1.4 -0.3 -1.0 -0.22
H 5.009 1.460 4.060 0.2 0.2 -0.2 0.11
O 7.668 4.809 2.235 -0.4 -0.2 -0.8 -0.19
H 2.702 -3.002 -3.988 -0.4 -0.4 -0.3 0.06
C 8.935 4.362 2.659 -0.2 0.8 0.3 -0.12
C -2.030 5.778 -1.389 -0.1 -1.3 -0.5 -0.21
C 2.897 3.153 -1.270 0.0 2.0 1.1 -0.23
H 2.074 3.675 -1.774 -0.2 0.2 0.0 0.10
C 0.191 5.631 -5.429 0.8 0.0 1.3 -0.25
O -1.226 -0.708 -1.078 -0.7 -0.6 -1.0 -0.10
H 2.983 -2.043 -0.025 0.3 0.0 -0.4 0.07
H -0.318 1.221 -5.649 0.0 -0.5 0.3 0.08
H -5.265 5.483 -1.881 0.0 -0.1 0.1 0.09
O -0.080 -0.888 -5.928 -0.4 0.3 0.5 -0.19
H -1.865 4.679 -3.891 0.3 0.0 -0.1 0.12
H -5.429 -0.485 -0.794 -0.4 0.1 -0.2 0.12
C 0.262 4.217 1.612 0.1 1.3 -0.2 -0.06
C -0.048 -1.283 -4.546 -0.3 0.2 -0.4 -0.21
H 2.907 -6.346 -2.243 0.2 0.1 0.4 0.09
H -5.439 -1.184 2.992 -0.6 0.4 -0.3 0.11
C 3.936 -4.807 7.866 1.7 0.9 0.8 -0.28
C -0.674 1.540 -1.851 -0.1 0.9 0.4 -0.03
H -0.694 -0.675 -3.883 -0.3 -0.2 -0.6 0.10
C 3.080 1.784 -3.233 -0.2 0.3 0.3 -0.09
H 2.666 0.852 -2.876 -0.3 -0.5 0.4 0.06
H 4.323 -0.503 2.699 -0.1 0.2 0.1 0.08
H -7.261 -2.096 6.860 -0.5 0.1 -0.2 0.10
H -1.555 1.795 -2.445 -0.2 -0.4 0.2 0.06
N 0.448 -3.657 -5.172 0.9 0.9 0.6 -0.06
H 2.893 -0.925 4.420 -0.1 0.0 0.0 0.09
H 0.774 -3.235 -6.036 -0.3 -0.5 0.0 0.12
C -0.932 5.737 -2.441 0.2 2.2 0.4 -0.24
H -3.237 1.934 1.110 0.5 0.1 -0.3 0.05
H 0.557 -5.575 -6.024 0.1 0.2 0.5 0.13
O -4.627 -0.687 -4.984 -0.2 0.1 -0.8 -0.20
H -1.024 -5.080 -5.485 -0.5 -0.2 -0.2 0.10
H -0.461 -3.033 -3.432 -0.2 0.1 0.4 0.10
H -5.608 -5.012 -1.615 -0.3 0.0 -0.1 0.09
H -1.047 -2.040 -0.065 0.1 0.4 -0.2 0.01
H -4.508 6.312 -0.514 -0.1 0.5 0.4 0.08
H -8.737 -2.034 5.788 -0.1 0.6 0.0 0.08
H 0.928 -1.103 -4.129 0.9 -0.2 0.0 0.10
H -5.320 0.639 -2.898 -0.5 0.1 -0.1 0.12
N -0.978 4.692 -3.392 -0.7 -0.9 -0.3 -0.06
H -0.833 -5.008 1.757 0.2 0.0 -0.3 0.08
H -5.519 -0.160 4.474 -0.5 0.1 -0.1 0.12
H -1.931 6.619 -0.709 0.1 0.3 -0.1 0.11
C 1.820 -6.369 -2.265 0.9 0.0 -0.8 -0.11
H 6.139 5.194 -0.049 -0.1 0.2 0.2 0.12
H 3.063 4.878 0.119 0.5 -0.7 0.4 0.11
C -0.430 -3.904 -0.066 -0.4 -0.4 0.5 -0.33
H 0.228 6.108 2.708 -0.1 -0.1 0.4 0.11
C -4.027 2.361 1.718 -0.3 -0.6 0.1 -0.10
H -3.468 1.034 3.853 -0.2 -0.1 0.3 0.12
H 3.802 -7.636 6.278 -0.2 0.1 -0.2 0.08
H -1.962 4.869 -0.785 -0.1 -0.2 0.2 0.11
H 1.369 -1.439 5.206 -0.4 0.3 -0.2 0.13
H -4.410 -0.178 -7.031 -0.1 0.0 0.2 0.09
C -4.404 -0.825 -0.892 0.4 -0.5 0.9 -0.19
H 2.643 -3.754 -1.795 0.0 -1.2 -0.4 0.08
C 2.877 -3.762 8.027 -0.4 0.7 1.5 -0.23
H -0.820 4.223 1.495 -0.1 -0.2 0.2 0.07
H -5.994 -4.016 5.805 0.3 0.0 0.1 0.12
H 6.683 3.022 2.034 -0.4 -0.1 0.0 0.11
C -4.391 5.516 -1.232 0.4 0.3 -0.7 -0.10
H 3.333 1.074 4.278 0.1 0.4 -0.3 0.10
H -1.466 -2.836 -4.859 -0.5 0.0 -0.1 0.11
C 0.033 -5.040 -5.215 -0.7 -0.2 -0.1 -0.20
H 5.061 -6.391 5.986 -0.3 -0.1 0.2 0.10
C -4.881 -0.621 3.733 1.2 -0.1 0.1 -0.19
H -0.313 2.520 -1.497 0.0 -0.3 -0.1 0.07
C 4.074 0.515 2.374 -0.4 -0.7 -0.5 -0.09
H -3.847 -2.979 5.881 0.3 -0.2 0.3 0.11
H -0.137 -6.894 -4.106 -0.1 0.3 0.0 0.12
H -2.782 0.118 -4.492 0.1 -0.1 0.0 0.11
H 1.230 -0.031 -0.517 0.1 -0.1 -0.3 0.07
O -4.760 1.284 2.275 -0.5 0.5 0.0 -0.20
C 0.190 4.613 -4.265 -1.8 -0.8 -0.8 -0.17
H 1.626 -3.406 2.214 -0.6 0.3 0.0 0.09
H 0.203 0.694 -7.189 0.2 -0.3 -0.6 0.08
H -5.098 -4.721 0.072 -0.4 0.3 0.0 0.09
O 3.687 2.783 3.097 0.2 -0.5 0.2 -0.09
O 3.143 -2.428 -3.362 0.2 0.1 0.7 -0.06
H 0.052 5.696 -1.979 0.0 0.0 0.5 0.11
H -5.543 -3.661 4.126 0.3 -0.2 0.0 0.12
C -0.855 0.597 -0.675 0.7 0.0 0.1 -0.45
H -0.973 6.747 -2.898 0.1 0.0 -0.2 0.12
H -3.164 0.027 2.497 -0.1 -0.5 -0.1 0.12
H -3.797 -0.200 -0.223 -0.2 0.0 0.0 0.11
O 0.425 6.401 0.688 -0.2 -0.2 -0.3 -0.09
H 7.623 3.514 0.639 -0.1 -0.1 -0.1 0.13
H -8.084 -3.537 6.287 0.1 -0.6 -0.1 0.08
H 1.144 5.613 -5.939 0.7 0.0 -0.2 0.12
H 0.251 -0.296 0.912 0.0 -0.1 0.0 0.07
H 0.094 6.622 -4.977 -0.1 0.3 0.0 0.11
H 0.338 -2.503 3.185 0.3 -0.2 -0.2 0.10
H -4.154 -1.535 -2.793 0.1 0.5 0.5 0.13
C -5.766 -3.215 5.094 -1.0 0.4 -0.6 -0.20
H 9.727 4.260 1.905 -0.5 -0.2 -0.4 0.09
H 3.668 3.355 3.876 0.0 -0.1 -0.2 0.09
N 4.878 3.563 0.171 0.1 0.7 0.6 -0.05
H 4.936 -7.250 7.543 -0.1 0.3 0.0 0.09
H 3.086 0.467 1.899 0.1 0.1 0.0 0.07
C -4.279 -1.027 -6.349 -0.1 1.0 1.2 -0.06
H -3.579 3.021 2.469 -0.1 -0.1 0.1 0.09
C -3.989 0.438 3.095 0.2 0.4 -0.2 -0.23
H 0.656 -3.819 0.047 0.1 -0.2 -0.3 0.09
C 4.054 1.455 3.528 -0.4 0.3 1.0 -0.31
C -0.996 6.450 -7.265 0.2 -0.4 0.0 -0.10
H -3.264 -2.594 -0.422 0.4 -0.2 -0.1 0.10
N -4.005 -1.542 4.443 0.3 0.1 0.1 -0.07
H -3.232 -1.274 -6.323 0.6 -0.5 -0.4 0.07
C 0.309 0.457 -6.145 0.1 0.1 0.7 -0.10
H -3.969 1.309 -4.950 -0.4 0.2 -0.1 0.13
C 3.774 4.229 -0.458 -1.6 -1.0 -2.0 -0.19
H -1.401 7.353 -6.758 0.5 -0.3 -0.4 0.10
O -3.280 5.778 -2.082 0.0 -0.1 0.4 -0.19
H -4.708 2.922 1.079 0.0 0.0 0.1 0.08
H 0.655 7.316 0.827 0.1 0.4 0.1 0.08
O 3.427 -5.858 7.161 -1.0 -0.9 -0.9 -0.17
H 4.476 -2.511 -0.917 0.3 -0.2 0.2 0.07
```
Positions in Å, forces in eV/Å.

=====

(2)
Below is a structure of composition C31H56FeN7O in a non-equilibrium geometry, with properties calculated with wB97M-V/def2-TZVPD.

Its spin multiplicity is 6. For the highest occupied orbital energy (spin up / spin down), the calculation gives -14.7 / -14.7 eV. The total energy is -79901.8373 eV. For the energy above the lowest of the compared OMol25 structures with the same formula, charge and spin, the calculation gives 0.000 eV. The calculation puts the HOMO-LUMO gap (spin up / spin down) at 7.72 / 5.36 eV. The net charge is +2. The LUMO energy (spin up / spin down) comes out at -6.95 / -9.30 eV. Its molecular weight is 598.68 g/mol.

XYZ file:
```
96
Properties=species:S:1:pos:R:3:forces:R:3:lowdin_charge:R:1
Fe -33.372 25.927 17.611 1.4 -4.6 0.9 1.04
N -34.561 25.012 19.219 0.5 0.5 -0.7 0.14
H -29.450 26.174 23.113 1.0 0.0 0.1 0.06
H -28.031 26.422 17.758 0.3 0.1 0.2 0.06
C -36.291 24.423 14.289 -0.6 -0.3 0.4 -0.13
H -32.554 28.085 23.531 0.2 0.1 -0.2 0.13
C -25.684 25.209 15.432 -0.7 -0.6 1.0 -0.17
H -33.962 18.519 15.444 0.4 0.2 -0.3 0.11
H -34.134 16.824 15.265 -0.1 -0.1 0.4 0.13
H -27.216 24.848 17.829 0.6 0.3 0.1 0.07
H -32.464 22.172 21.060 0.0 -0.1 0.0 0.08
H -28.433 25.148 16.694 0.2 0.1 -0.6 0.05
H -26.987 26.838 15.425 -0.2 0.5 0.5 0.11
C -34.604 22.054 21.258 -0.8 -0.7 -0.9 -0.23
N -34.876 25.166 16.350 0.5 1.0 0.0 0.13
H -32.466 22.805 15.225 -0.1 -0.1 0.1 0.05
C -29.501 25.120 23.404 -1.5 0.5 -0.4 -0.10
H -30.537 25.162 23.765 0.0 -0.8 0.2 0.07
H -28.860 24.848 24.235 0.2 0.2 -0.1 0.09
H -33.102 20.684 20.395 -0.2 0.0 0.0 0.08
H -30.736 21.832 11.365 -0.3 -0.5 -0.1 0.13
C -35.498 24.843 15.444 0.0 -0.6 -0.4 -0.09
C -36.622 22.930 14.158 0.0 -1.0 -1.4 -0.22
C -30.478 22.878 18.049 0.9 1.0 0.3 -0.02
C -31.687 22.324 11.163 -0.7 0.3 -0.9 -0.18
H -30.696 24.128 16.284 0.3 -0.3 0.1 0.15
C -27.567 25.637 17.160 -1.0 -0.2 -0.1 -0.12
H -31.119 21.742 15.604 0.3 0.3 0.0 0.11
C -31.871 27.753 21.511 0.7 1.1 -0.5 -0.14
H -37.234 24.962 14.418 0.1 0.3 -0.5 0.14
N -32.067 26.394 19.286 -0.8 0.7 -0.9 0.13
H -34.689 27.494 21.411 -0.1 0.0 0.0 0.06
H -31.271 24.926 12.053 0.1 0.2 0.2 0.08
C -34.687 24.333 20.131 0.1 -0.4 0.4 -0.12
N -27.222 23.735 13.916 -0.4 -0.2 -0.2 0.14
H -35.866 23.799 21.678 0.2 0.0 0.5 0.14
H -30.947 22.052 18.574 -0.2 0.1 0.1 0.08
N -27.657 26.865 20.812 -0.1 -0.1 -0.1 0.16
C -26.526 26.243 16.214 -0.1 -0.7 -0.3 -0.23
H -32.295 22.240 13.156 -0.3 0.2 0.1 0.08
H -32.498 21.646 16.602 -0.3 0.4 0.2 0.07
H -34.953 27.944 23.095 -0.2 0.2 -0.1 0.09
C -31.899 22.368 16.045 0.0 -0.5 -0.5 -0.02
H -31.470 18.878 17.123 -0.2 -0.2 -0.4 0.07
H -34.683 22.229 13.203 -0.2 0.0 -0.1 0.06
H -25.349 24.490 16.186 0.6 0.0 -0.2 0.12
H -25.866 26.821 16.856 0.2 0.3 -0.4 0.11
H -31.739 24.578 13.785 -0.1 0.5 -0.2 0.04
C -32.013 27.008 20.256 -0.1 -0.1 0.9 -0.10
H -34.328 29.140 21.935 0.1 0.1 0.1 0.09
C -27.760 25.761 21.116 -0.1 0.4 -0.4 -0.26
H -29.376 23.168 22.438 -0.8 0.0 0.0 0.11
C -32.400 18.675 17.668 1.0 -0.4 -0.1 -0.12
C -33.310 21.746 20.509 0.4 0.3 0.7 -0.09
H -32.509 21.708 10.778 0.6 -0.9 0.4 0.13
H -30.100 24.512 21.417 -0.2 -0.4 0.0 0.08
C -34.849 23.559 21.360 0.1 -0.1 -0.1 -0.14
H -27.681 23.721 20.731 -0.4 -0.2 0.0 0.11
N -31.436 17.226 13.979 -0.1 0.1 0.1 0.16
C -26.532 24.397 14.546 0.5 0.5 0.2 -0.23
C -32.904 27.596 22.625 -0.4 -0.8 -0.6 -0.23
C -35.342 22.063 14.044 -0.8 0.7 2.5 -0.07
H -30.139 23.688 18.703 -0.5 -0.1 0.4 0.07
C -27.960 24.382 21.553 0.7 0.8 0.2 -0.18
H -37.212 22.856 13.240 0.1 0.2 -0.1 0.12
H -30.848 27.559 21.848 0.0 -0.1 0.0 0.12
H -32.920 26.522 22.831 -0.3 0.1 0.3 0.10
H -33.280 22.225 19.529 -0.2 -0.1 -0.1 0.05
H -34.885 22.393 14.990 1.0 -0.2 -0.3 0.05
H -35.765 24.685 13.371 0.0 0.6 0.1 0.14
H -32.001 18.410 18.649 -0.5 0.4 0.3 0.08
C -32.308 17.400 14.705 0.7 0.4 0.1 -0.24
C -29.369 24.226 22.173 1.4 -0.1 0.2 -0.24
H -27.162 24.265 22.295 -0.3 -0.4 0.2 0.13
O -32.348 24.303 17.298 -1.9 2.9 1.0 -0.16
H -35.453 21.559 20.777 0.1 0.2 -0.3 0.12
H -33.182 23.488 12.166 -0.2 -0.4 0.1 0.10
H -34.077 17.305 17.693 -0.4 0.6 -0.4 0.11
H -29.502 22.545 17.689 -0.3 -0.3 -0.6 0.10
H -34.072 23.906 22.046 -0.4 0.5 0.1 0.13
H -34.682 21.632 22.260 0.6 0.2 0.1 0.12
C -33.166 17.477 17.115 0.4 -0.5 0.3 -0.25
C -32.223 23.020 12.398 1.0 1.1 -0.1 -0.28
H -35.510 21.015 14.283 -0.3 -0.1 -0.7 0.08
H -31.852 28.795 21.167 0.1 0.1 0.1 0.15
C -34.299 28.094 22.238 0.2 -0.6 0.1 -0.08
N -31.411 23.782 9.017 0.0 0.2 0.0 0.16
C -31.306 23.465 16.918 0.6 -0.7 -1.0 -0.47
H -30.318 23.844 13.133 0.1 0.0 -0.3 0.07
H -37.330 22.550 14.895 0.4 0.2 0.5 0.12
C -31.508 23.175 9.985 0.3 0.4 0.1 -0.24
H -24.850 25.667 14.910 0.0 -0.1 -0.1 0.12
H -32.670 16.534 17.359 0.6 0.2 -0.3 0.12
C -33.423 17.583 15.614 -1.5 -0.4 0.1 -0.20
H -32.947 19.617 17.630 -0.3 -0.1 0.4 0.05
C -31.314 24.191 12.852 -0.4 -1.2 0.5 -0.09
```
Positions in Å, forces in eV/Å.